# 1
C24H24N2O4 | ωB97M-V with the def2-TZVPD basis set

```
54
Properties=species:S:1:pos:R:3:mulliken_charge:R:1
C 2.256 -6.537 2.941 -1.504
C 2.382 -5.014 2.438 -0.482
H 2.934 -4.930 1.538 0.517
H 2.863 -4.538 3.288 0.401
O 1.281 -4.678 2.060 -0.212
C 1.047 -3.374 1.939 0.662
C 2.113 -2.431 1.931 -1.911
C 1.699 -1.200 1.289 -0.174
C 0.402 -0.803 1.103 0.088
C -0.586 -1.593 1.261 0.031
C -0.566 -3.028 1.683 -0.143
O -1.392 -4.070 1.753 -0.239
C -2.489 -3.640 1.364 -0.265
C -3.026 -3.605 0.008 -1.019
H -2.597 -4.625 -0.574 0.233
H -3.957 -3.490 -0.060 0.520
H -2.235 -2.736 -0.475 0.149
H -3.166 -4.459 2.031 0.260
H -3.118 -2.659 1.851 0.318
H -1.677 -1.274 1.231 0.360
C 0.121 0.618 0.682 -0.721
H 0.841 1.305 1.225 0.500
H -0.927 1.039 1.282 0.301
C -0.140 0.757 -0.590 -0.335
N -0.593 1.958 -1.432 0.094
C 0.462 3.110 -1.577 0.622
N 0.380 4.279 -1.951 -0.488
C -1.271 4.592 -2.087 0.565
C -1.383 5.873 -2.358 -0.474
C -2.715 6.338 -2.549 -0.448
C -3.882 5.355 -2.315 -0.746
C -3.441 4.039 -1.935 -0.132
C -2.189 3.740 -1.713 -0.030
C -1.678 2.366 -1.280 0.813
O -2.549 1.508 -0.931 -0.807
H -4.457 3.426 -1.547 0.179
H -4.806 5.654 -2.526 0.557
H -3.020 7.372 -2.695 0.366
H -0.663 6.547 -2.715 0.416
C 1.819 2.712 -1.319 0.024
C 2.971 3.798 -1.803 -0.653
C 4.087 2.988 -1.335 -0.720
C 3.883 1.784 -0.929 -0.027
O 2.646 1.699 -0.860 -0.167
H 4.393 0.928 -0.616 0.519
H 5.161 3.543 -1.901 0.110
H 2.843 4.695 -2.396 0.420
H 0.913 0.556 -1.321 0.082
H -1.034 0.078 -1.144 0.195
H 2.482 -0.534 1.398 0.450
H 2.950 -2.742 1.871 0.824
H 1.784 -7.181 2.007 0.233
H 3.156 -6.914 2.953 0.537
H 1.687 -6.602 3.810 0.352
```

Results
F_max: 16.83 eV/Å
frontier orbital gap: 7.6 eV
energy relative to the best compared isomer or geometry (same formula, charge and spin): 2312.5 kJ/mol
calculated total energy: -1338.61358 Eh


# 2
C7H7NO5S | ωB97M-V with the def2-TZVPD basis set

```
21
Properties=species:S:1:pos:R:3:mulliken_charge:R:1
N -0.555 1.798 1.773 -0.489
S -0.070 0.209 1.916 1.296
O 0.808 0.128 3.041 -0.649
O -1.255 -0.636 1.906 -0.744
C 0.778 -0.057 0.412 0.038
C 1.968 0.453 0.051 -0.153
C 2.530 0.205 -1.219 -0.691
C 1.898 -0.561 -2.158 -0.277
C 0.653 -1.189 -1.958 -0.606
C -0.037 -1.081 -0.799 0.260
O -1.192 -1.612 -0.474 -0.524
H -1.495 1.886 1.427 0.281
H -0.397 2.341 2.605 0.293
H 2.503 1.071 0.759 0.391
H 3.489 0.644 -1.448 0.355
H 2.374 -0.706 -3.117 0.354
H 0.232 -1.789 -2.753 0.404
H -1.386 -1.403 0.479 0.471
O -4.245 -0.835 -0.328 -0.359
C -3.610 0.093 -0.146 0.783
O -2.991 1.040 0.031 -0.433
```

Results
F_max: 5.93 eV/Å
frontier orbital gap: 9.0 eV
SMILES: NS(=O)(=O)c1ccccc1O.O=C=O
energy relative to the best compared isomer or geometry (same formula, charge and spin): 0.0 kJ/mol
calculated total energy: -1100.07419 Eh


# 3
C4H9ClN3 | ωB97M-V with the def2-TZVPD basis set

```
17
Properties=species:S:1:pos:R:3:mulliken_charge:R:1
H 2.792 0.803 1.232 0.243
N 2.001 0.846 0.574 -0.495
C 1.387 -0.146 0.117 -0.137
C 0.148 0.337 -0.658 -0.219
N 0.294 1.807 -0.517 -0.290
C -1.002 -0.217 0.318 0.131
Cl -2.364 0.967 0.455 -0.204
C -1.444 -1.538 -0.125 -0.286
N -0.700 -2.472 0.303 -0.495
H -0.957 -3.432 0.053 0.261
H 1.574 -1.261 0.216 0.402
H 0.157 -0.148 -1.666 0.379
H 0.990 2.453 -0.996 0.398
H 0.875 1.725 0.372 0.353
H -0.631 2.194 -0.356 0.218
H -0.615 -0.374 1.278 0.422
H -2.505 -1.545 -0.600 0.321
```

Results
F_max: 3.20 eV/Å
frontier orbital gap: 11.0 eV
charge: +1
SMILES: [H]/N=C/[C@H]([NH3+])[C@@H](Cl)/C=N/[H]
energy relative to the best compared isomer or geometry (same formula, charge and spin): 86.6 kJ/mol
calculated total energy: -781.94902 Eh


# 4
C6H12 | ωB97M-V with the def2-TZVPD basis set

```
18
Properties=species:S:1:pos:R:3:mulliken_charge:R:1
C 1.174 -2.645 0.863 -0.781
C 0.847 -1.445 1.340 0.109
C -0.260 -1.194 2.320 -0.930
H 2.016 -2.843 0.215 0.259
H 0.519 -3.505 0.990 0.225
H 1.762 -0.848 1.401 0.304
H -0.696 -2.155 2.594 0.326
H 0.072 -0.590 3.155 0.262
H -1.089 -0.662 1.840 0.226
C -1.628 2.479 -1.887 -0.717
C -0.952 1.357 -1.641 -0.005
C 0.537 1.370 -1.378 -1.056
H -2.649 2.513 -2.232 0.292
H -1.186 3.352 -1.406 0.258
H -1.323 0.466 -2.143 0.271
H 1.096 0.495 -1.694 0.328
H 0.953 2.188 -1.970 0.364
H 0.807 1.667 -0.367 0.265
```

Results
F_max: 2.62 eV/Å
frontier orbital gap: 10.7 eV
SMILES: C=CC.C=CC
energy relative to the best compared isomer or geometry (same formula, charge and spin): 261.6 kJ/mol
calculated total energy: -235.71859 Eh


# 5
C3H4N2OS | ωB97M-V with the def2-TZVPD basis set

```
11
Properties=species:S:1:pos:R:3:mulliken_charge:R:1
C 1.340 -0.547 0.846 -0.702
C 0.614 -1.621 0.400 -0.081
C 0.765 0.718 0.556 0.693
N -0.970 0.191 -0.127 -0.031
N -1.634 1.048 -0.966 -0.617
O 0.972 1.876 0.455 -0.464
S -0.821 -1.422 -0.343 0.007
H 2.391 -0.472 1.099 0.345
H 0.923 -2.503 0.924 0.353
H -1.068 1.681 -1.445 0.234
H -2.183 1.826 -0.423 0.264
```

Results
F_max: 4.24 eV/Å
frontier orbital gap: 8.3 eV
energy relative to the best compared isomer or geometry (same formula, charge and spin): 366.2 kJ/mol
calculated total energy: -699.53267 Eh


# 6
C36H46FN2O8PS3 | ωB97M-V with the def2-TZVPD basis set

```
97
Properties=species:S:1:pos:R:3:mulliken_charge:R:1
C 3.005 -2.643 5.679 -0.848
P 2.897 -1.116 4.517 0.105
O 2.358 0.313 5.362 -0.458
C 1.565 -1.633 3.202 -0.045
C 2.176 -2.258 1.785 0.035
F 3.665 -2.361 1.610 -0.316
C 1.153 -2.717 0.580 -0.048
C 1.851 -3.298 -0.829 0.181
C 2.821 -2.227 -1.574 -0.308
C 3.496 -2.753 -3.013 -0.329
C 3.001 -4.301 -3.364 -0.287
C 2.037 -5.233 -2.442 -0.222
N 1.472 -4.696 -1.169 -0.340
C -0.462 -2.549 0.807 0.191
C -1.085 -1.918 2.225 0.005
C -0.073 -1.452 3.448 0.239
C -0.630 -0.794 4.843 -0.190
O -0.086 -1.418 6.070 -0.266
C -0.440 -0.510 7.209 -0.468
O 0.749 -0.023 7.931 -0.215
C 0.751 1.443 8.071 -0.214
C 2.308 2.054 8.073 -0.389
O 3.226 0.905 8.348 -0.506
C -2.747 -1.756 2.306 0.028
O -3.457 -2.045 3.405 -0.522
C -3.448 -1.245 0.875 0.059
C -4.687 -0.166 0.811 -0.092
S -5.381 0.479 2.434 -0.200
C -5.246 0.285 -0.693 0.617
C -6.497 1.337 -0.821 -0.579
C -6.252 2.799 -0.122 -0.369
C -7.707 3.477 0.337 -0.605
S -8.619 2.476 1.634 -0.230
C -4.582 -0.326 -2.101 -1.106
C -3.337 -1.439 -2.046 0.524
C -2.738 -1.973 -3.476 -0.698
C -1.102 -1.968 -3.590 -0.058
C -0.517 -1.570 -5.077 -0.704
C 0.926 -0.764 -4.881 0.044
C 0.636 0.839 -5.080 -0.076
N 0.178 1.483 -3.772 -0.655
C -2.816 -1.856 -0.548 0.346
C -1.566 -2.952 -0.367 0.222
O -1.531 -4.065 -1.104 -0.513
H 1.987 -3.239 5.576 0.226
H 3.180 -2.251 6.772 0.286
H 3.923 -3.291 5.278 0.346
H 3.168 0.835 5.651 0.263
H 3.031 -1.132 -1.161 0.340
H 4.214 -2.110 -3.675 0.339
H 3.419 -4.787 -4.365 0.262
H 1.728 -6.338 -2.766 0.303
H -0.244 0.335 4.857 0.282
H -1.797 -0.739 4.938 0.444
H -1.162 0.352 6.844 0.366
H -1.058 -1.157 7.998 0.236
H 0.268 1.716 9.127 0.281
H 0.207 2.016 7.190 0.252
H 2.603 2.494 7.023 0.179
H 2.437 2.912 8.858 0.290
H 3.999 0.964 7.700 0.307
H -6.506 -0.283 2.849 0.179
H -6.667 1.522 -1.980 0.263
H -7.477 0.792 -0.438 0.234
H -5.454 2.817 0.735 0.269
H -5.834 3.521 -0.975 0.289
H -7.581 4.577 0.752 0.336
H -8.393 3.586 -0.632 0.287
H -9.477 1.628 0.886 0.123
H -5.046 0.050 -3.131 0.054
H -3.236 -3.017 -3.729 0.291
H -3.131 -1.222 -4.315 0.326
H -0.749 -3.090 -3.394 0.145
H -0.591 -1.338 -2.715 0.120
H -1.288 -0.992 -5.741 0.381
H -0.226 -2.588 -5.619 0.269
H 1.454 -1.033 -3.846 -0.276
H 1.709 -1.079 -5.714 0.371
H 1.554 1.431 -5.507 -0.189
H -0.262 0.955 -5.856 0.244
H 0.478 2.481 -3.856 0.402
H 0.710 1.011 -3.006 0.213
O 2.359 3.149 -3.801 -0.539
S 3.471 4.069 -3.920 1.003
O 3.357 5.472 -3.575 -0.701
C 4.869 3.378 -3.057 -0.733
C 5.572 2.526 -4.103 -0.470
C 5.567 3.356 -5.386 -0.636
C 4.159 3.920 -5.562 -0.591
H 4.530 2.805 -2.193 0.389
H 5.505 4.208 -2.733 0.356
H 6.588 2.264 -3.792 0.353
H 5.016 1.594 -4.264 0.229
H 6.285 4.179 -5.290 0.295
H 5.866 2.761 -6.254 0.331
H 4.176 4.904 -6.039 0.353
H 3.524 3.239 -6.135 0.290
```

Results
F_max: 8.45 eV/Å
frontier orbital gap: 6.7 eV
SMILES: CP(O)c1c(F)c(-c2ccccn2)c2c(c1COCOCCO)C(=O)c1c(S)c(CCCS)cc(CCCCCN)c1C2=O.O=S1(=O)CCCC1
energy relative to the best compared isomer or geometry (same formula, charge and spin): 1644.8 kJ/mol
calculated total energy: -3745.37061 Eh